Here is 14 unconnected molecules or ions with the total composition C91H200F30N9P5 from the Open Molecules 2025 dataset. Energies are from wB97M-V/def2-TZVPD.

The geometry in XYZ format:
```
335
Properties=species:S:1:pos:R:3:forces:R:3:mulliken_charge:R:1
C 0.3774 5.4588 -4.0906 0.89 0.60 0.07 -0.224
C 1.1397 5.6559 -5.3928 0.35 0.00 -0.22 -0.858
C 2.5789 5.1318 -5.1991 -0.86 0.29 -1.07 0.251
C 3.5265 5.5445 -6.3400 0.40 0.93 0.78 -1.382
N 4.7845 4.7329 -6.3463 -0.70 -0.88 -0.94 0.605
C 5.6866 5.2371 -7.4369 -0.33 -0.50 -1.68 -0.372
C 6.2448 3.9861 -8.1915 -0.28 -0.55 2.41 -0.721
C 5.8241 2.7847 -7.2158 1.16 0.76 -1.78 -0.874
C 4.5514 3.2782 -6.6532 -1.33 -0.52 0.83 -0.619
C 5.3792 4.7629 -5.0305 1.02 -0.04 1.22 -0.964
H 0.7240 6.2124 -3.3649 -0.45 -0.18 -0.13 0.343
H 0.5731 4.4993 -3.6538 0.33 -0.74 0.11 -0.644
H -0.6741 5.4805 -4.2368 -1.00 0.48 -0.03 0.430
H 1.1300 6.7267 -5.6778 -0.10 -0.58 -0.04 0.403
H 0.6977 5.0302 -6.1861 -0.03 0.53 0.07 0.267
H 2.4146 4.0553 -5.2111 0.50 -0.27 0.12 -0.007
H 2.9092 5.4167 -4.2093 0.40 0.24 0.01 0.576
H 3.9556 6.5748 -6.2627 -0.89 -0.48 0.26 0.499
H 3.0900 5.4908 -7.3402 -0.16 -0.32 0.21 0.429
H 6.4484 5.8820 -7.0025 -0.19 0.12 -0.20 0.370
H 5.0167 5.7331 -8.1810 0.78 0.24 0.93 0.291
H 7.3212 4.0258 -8.2173 0.27 0.06 -0.59 0.338
H 5.7700 3.8865 -9.1635 0.26 -0.05 -0.02 0.372
H 6.5911 2.5722 -6.4663 -0.11 0.26 -0.03 0.392
H 5.7325 1.8845 -7.8052 -0.31 -0.30 0.00 0.410
H 4.2828 2.8121 -5.7005 -0.07 -0.01 -0.43 0.273
H 3.6857 3.1717 -7.3257 0.43 0.18 0.09 0.395
H 6.3208 4.2324 -4.9998 0.14 -0.34 -0.32 0.450
H 4.7252 4.3078 -4.2818 0.07 0.29 -0.28 0.255
H 5.6343 5.7703 -4.7941 -0.11 0.89 0.42 0.369
C -2.3668 -3.9648 -7.2348 -0.62 -0.28 -0.54 -1.160
C -0.9441 -3.3668 -7.1664 -0.59 -0.15 -1.38 -0.451
C -0.3594 -3.2632 -5.8063 0.52 -0.38 2.57 0.509
C -0.4062 -4.5015 -4.8301 0.03 -0.93 -0.84 -1.250
N 0.2836 -4.2472 -3.5027 0.99 -0.34 -1.78 1.014
C 1.8194 -4.2349 -3.7747 0.16 0.50 -1.00 -0.529
C 2.4045 -5.3014 -2.8701 1.91 0.09 0.23 -0.117
C 1.2680 -6.2647 -2.7335 -1.04 -1.12 -0.92 -0.882
C 0.0725 -5.3790 -2.5356 0.20 1.06 1.26 -0.428
C -0.1597 -2.9780 -2.9055 0.06 0.33 -0.95 -1.076
H -2.6924 -3.8130 -8.2731 -0.28 0.09 0.24 0.491
H -3.1926 -3.5768 -6.5476 1.44 -0.34 -0.65 0.062
H -2.3322 -5.0795 -7.1913 0.00 0.77 0.47 0.404
H -0.8751 -2.3619 -7.6096 -0.52 0.14 0.38 0.062
H -0.3419 -3.8642 -7.9569 0.00 -0.48 0.98 0.373
H -0.8277 -2.4364 -5.2393 -0.32 -0.41 -0.63 -0.664
H 0.6698 -2.9432 -5.8305 0.58 0.10 -0.36 0.656
H 0.1051 -5.4257 -5.2242 -0.47 1.04 0.04 0.435
H -1.4119 -4.8285 -4.5715 -0.24 0.38 -0.17 0.455
H 2.1024 -3.2163 -3.5524 0.47 0.15 0.03 0.101
H 2.0758 -4.4151 -4.8699 -0.81 0.11 1.41 0.395
H 2.7538 -4.8567 -1.8859 -0.69 -0.58 -0.94 -0.060
H 3.3070 -5.8430 -3.2955 -1.01 0.95 0.26 0.511
H 1.4166 -6.9022 -1.8836 -0.14 -0.65 0.22 0.625
H 1.0918 -6.8552 -3.6798 0.60 0.27 1.01 0.372
H 0.1643 -4.9298 -1.5245 -0.22 -0.16 -0.50 0.006
H -0.9460 -5.7346 -2.6310 0.04 -0.43 -0.21 0.350
H -0.0525 -2.1669 -3.6619 -0.15 -0.52 1.12 -0.369
H 0.4814 -2.8672 -2.0737 0.65 0.68 0.99 0.683
H -1.1583 -3.1310 -2.5392 -0.53 0.30 -0.10 0.333
C -6.1898 3.8175 -8.4497 0.43 -1.59 -0.04 -1.372
C -5.6540 3.2467 -7.0733 -1.91 1.62 -0.61 -0.703
C -4.9342 1.8685 -7.1476 -0.14 1.95 1.61 0.265
C -3.5960 2.0545 -7.8079 0.45 1.05 -0.16 -0.973
N -2.6201 0.9317 -7.6571 -0.33 -0.97 1.36 1.187
C -1.6327 1.0088 -8.7144 3.38 -0.10 0.01 -0.239
C -2.1143 0.2049 -9.8666 -1.64 -0.81 -1.16 -0.897
C -3.1612 -0.8032 -9.2232 0.36 -0.47 -1.06 -0.565
C -3.1801 -0.4813 -7.7539 -1.11 0.21 0.68 1.009
C -2.0516 1.1234 -6.3121 1.46 0.84 0.45 -0.710
H -7.0788 3.2514 -8.7426 0.24 -0.34 -0.08 0.340
H -5.5133 3.8248 -9.3151 0.19 -0.29 0.38 0.290
H -6.5719 4.7997 -8.4251 -0.17 1.38 0.68 0.472
H -6.6173 3.2881 -6.4612 1.28 -0.97 -0.46 0.234
H -5.0813 4.0281 -6.5345 0.37 -0.60 -0.48 0.373
H -5.5401 1.1599 -7.6932 -0.16 -0.33 0.10 0.494
H -4.7986 1.6336 -6.0804 -0.13 -0.71 -0.41 -0.221
H -2.9612 2.9211 -7.4343 -1.43 -0.71 -0.46 0.259
H -3.7783 2.2186 -8.8518 0.14 0.00 -0.72 0.561
H -0.6611 0.5242 -8.3791 -1.16 0.67 0.17 0.082
H -1.4046 2.0668 -8.8898 -0.07 -0.26 -0.20 0.490
H -1.3138 -0.2295 -10.5280 -0.83 0.34 0.99 0.399
H -2.7832 0.7859 -10.4944 0.44 0.42 -0.44 0.305
H -2.8627 -1.8448 -9.3688 -0.03 0.15 0.06 0.119
H -4.1232 -0.6953 -9.7452 0.24 0.06 0.40 0.445
H -2.5218 -1.1452 -7.2255 0.73 0.05 0.26 -1.171
H -4.1167 -0.5776 -7.1420 0.60 0.40 -0.99 0.108
H -2.7826 0.8415 -5.6218 -1.28 -0.20 1.15 -0.400
H -1.7645 2.1772 -6.1739 -0.13 -0.45 -0.07 0.706
H -1.1747 0.5447 -6.0492 0.15 -0.44 -0.74 -0.131
C -7.3137 0.1765 -4.7861 -1.21 -1.79 0.09 -0.322
C -8.6276 0.7345 -4.2243 -0.51 -0.40 0.37 -1.090
C -9.1331 -0.1681 -3.0517 0.73 -0.69 -1.33 -0.832
C -7.9771 -0.6377 -2.1834 0.76 1.79 1.41 -0.144
N -8.3525 -1.4595 -0.9380 0.49 -0.20 -0.92 0.900
C -9.5276 -0.9599 -0.2110 -0.04 1.15 1.09 -0.802
C -9.2802 -1.3305 1.2487 0.65 -0.60 -0.98 -1.200
C -7.7729 -1.1197 1.4739 -0.42 -0.47 -0.37 1.237
C -7.1761 -1.4085 0.0537 0.20 0.29 0.77 -0.017
C -8.5782 -2.8940 -1.3306 -0.80 0.44 0.95 -1.024
H -7.1966 -0.9637 -4.8630 -0.59 1.53 0.43 0.246
H -6.5367 0.5397 -4.1927 1.63 0.35 0.85 -0.168
H -7.1771 0.4931 -5.7710 0.32 0.80 -1.62 0.524
H -9.3938 0.8441 -5.0235 0.30 -0.41 0.66 0.375
H -8.5241 1.7583 -3.8193 0.41 -0.38 -0.26 0.358
H -9.6390 -1.0140 -3.5005 -0.08 -0.45 -0.12 0.413
H -9.8714 0.3378 -2.4947 -0.77 0.74 0.80 0.536
H -7.4240 0.2776 -1.7536 -0.94 -1.19 -0.66 0.261
H -7.1969 -1.2029 -2.6843 -0.19 -0.10 -0.15 -0.177
H -10.4246 -1.3519 -0.6132 -0.81 -0.76 -0.47 0.390
H -9.6674 0.1304 -0.3176 0.71 -0.33 0.03 0.482
H -9.4927 -2.3691 1.4252 -0.39 -0.56 -0.03 0.398
H -9.9593 -0.7690 1.8243 -0.49 0.75 1.13 0.502
H -7.3575 -1.7929 2.2481 -0.25 0.15 -0.67 -0.884
H -7.6075 -0.1416 1.8733 0.45 0.82 -0.29 0.232
H -6.6790 -2.3844 0.0899 -0.09 0.31 -0.45 0.108
H -6.4954 -0.6490 -0.3557 -0.02 -0.41 0.56 -0.437
H -9.3362 -3.0284 -2.0745 -0.75 0.54 -0.36 0.314
H -8.9086 -3.4400 -0.4285 0.66 0.04 -0.54 0.409
H -7.6889 -3.1952 -1.8050 1.29 -0.88 -0.02 0.338
C -2.7946 -6.4500 8.7824 -0.10 -1.76 -0.59 -1.095
C -2.5650 -7.1255 7.4320 -0.18 0.62 -0.99 -0.748
C -2.5130 -6.1200 6.2661 -0.45 0.45 0.16 -0.519
C -3.6796 -5.1652 6.2156 -0.23 1.04 1.68 -1.531
N -3.6816 -4.1063 5.1545 1.50 -0.11 0.30 1.439
C -4.9236 -3.2281 5.2769 1.25 0.04 1.11 -0.578
C -5.7787 -3.6986 4.1808 -1.53 1.39 -0.69 -0.424
C -4.7933 -4.0114 3.0790 -0.57 1.63 -0.64 -0.188
C -3.7896 -4.7783 3.8006 1.08 -0.93 1.05 -0.262
C -2.3552 -3.2780 5.1755 0.58 -2.40 -1.33 -1.094
C -2.0882 -2.3995 6.3560 -0.19 -1.83 1.10 0.103
C -0.6259 -2.1244 6.4960 1.54 0.75 -0.14 -1.380
H -2.0898 -5.6311 8.8085 -0.24 0.59 0.54 0.275
H -2.5087 -7.2105 9.5225 -0.28 0.58 0.22 0.419
H -3.8717 -6.2241 8.8736 0.72 0.42 0.34 0.256
H -3.3524 -7.8356 7.1448 0.16 -0.06 0.50 0.407
H -1.6101 -7.6517 7.3926 -0.10 -0.13 0.19 0.421
H -2.5415 -6.6921 5.3826 0.14 -0.79 -1.37 0.428
H -1.6154 -5.5372 6.2019 0.76 0.09 0.49 0.361
H -3.7640 -4.5620 7.1268 0.29 -0.36 0.17 0.523
H -4.6109 -5.7092 6.1902 -0.49 -0.13 -0.47 0.608
H -4.5974 -2.1958 5.2204 -0.03 0.15 -0.38 0.107
H -5.4105 -3.3645 6.2340 0.26 -0.13 0.38 0.315
H -6.4988 -2.8484 4.0056 0.39 -1.24 -0.27 0.110
H -6.2741 -4.5986 4.5283 -0.50 -0.12 -0.23 0.615
H -4.4198 -3.0718 2.6220 -0.04 -0.75 0.24 -0.198
H -5.1663 -4.6589 2.3408 -0.83 -0.52 -1.30 0.770
H -2.8256 -4.8701 3.3346 0.17 0.20 0.04 -0.192
H -4.1186 -5.7987 4.0033 -0.25 0.06 -0.06 0.468
H -2.3482 -2.7687 4.2214 -0.30 0.66 -0.10 0.612
H -1.5198 -4.0387 4.9768 -1.22 0.93 0.68 -0.001
H -2.3710 -2.9036 7.3231 -0.20 0.49 -0.95 0.154
H -2.6241 -1.5083 6.2194 -0.91 1.37 0.21 0.224
H -0.0803 -3.0772 6.6895 -0.09 0.66 -0.74 0.417
H -0.4580 -1.5706 7.4248 -0.05 0.21 -0.16 0.474
H -0.2096 -1.4785 5.6467 -0.33 -1.28 1.01 0.077
C 6.7055 6.2736 1.3204 1.66 -0.50 -0.03 -1.334
C 6.8160 4.7716 1.0124 -0.45 -0.94 0.36 -0.191
C 7.9547 3.9687 1.6641 0.11 -0.28 0.38 -0.395
C 7.7739 3.9266 3.1961 -0.88 0.61 -0.24 -0.212
N 8.7986 3.1111 3.9892 -1.65 0.16 0.42 0.358
C 8.6588 1.6811 3.6274 2.52 -0.19 -2.74 -0.207
C 9.3902 0.9019 4.6748 -0.50 -0.54 -0.32 -0.817
C 8.8939 1.5863 5.9362 1.03 0.98 0.19 -0.615
C 8.2899 2.9636 5.4163 0.98 -1.26 1.17 -0.572
C 10.2266 3.5652 3.8460 -2.11 2.24 0.26 -1.047
C 10.2880 5.0533 4.2634 1.12 0.27 -1.52 -0.012
C 11.7692 5.5084 4.0626 -0.07 -0.60 0.65 -1.374
H 7.7014 6.7221 1.1370 -0.58 0.19 -0.52 0.328
H 6.5691 6.5307 2.3758 -0.58 -0.42 -0.11 0.326
H 5.9166 6.6925 0.7058 0.10 0.39 0.06 0.408
H 6.9590 4.5059 -0.0478 -0.34 0.83 0.07 0.362
H 5.8770 4.2859 1.3152 0.16 0.05 -0.17 -0.004
H 8.9030 4.3903 1.3647 0.50 0.49 0.14 0.325
H 7.9797 2.9735 1.1820 -0.33 0.20 0.58 0.323
H 6.7498 3.4630 3.3792 1.41 0.64 0.06 -0.245
H 7.7938 4.9958 3.5726 -0.09 -1.48 -0.17 0.374
H 9.1472 1.6404 2.6216 -0.72 -0.53 0.59 0.577
H 7.6409 1.3719 3.6034 -0.74 0.23 -0.24 0.101
H 10.4773 0.8339 4.5318 -0.38 0.24 0.22 0.349
H 8.9868 -0.0924 4.6372 0.13 -0.69 -0.07 0.400
H 9.7721 1.6604 6.5694 -0.14 0.64 0.49 0.320
H 8.1804 0.9831 6.4927 -0.28 0.27 -0.18 0.445
H 8.3561 3.7824 6.1414 0.37 0.11 -0.74 0.484
H 7.2758 2.7458 5.2213 -1.35 0.11 0.22 0.183
H 10.5538 3.4014 2.8182 0.09 -0.23 0.29 0.457
H 10.7118 3.0396 4.6144 1.28 -0.97 0.43 0.589
H 9.9208 5.1189 5.3085 0.27 0.45 -0.73 0.258
H 9.7413 5.7425 3.5284 0.25 -1.15 1.32 0.144
H 12.1077 5.2782 3.0385 -0.23 0.38 0.33 0.357
H 12.5206 5.0762 4.7402 -0.50 -0.37 -0.07 0.352
H 11.8316 6.5531 4.2915 0.07 0.73 -0.36 0.406
C 5.3442 -8.3814 0.3496 -0.33 -1.59 0.54 -1.239
C 4.9377 -7.0084 -0.0897 -0.95 1.21 -1.58 -0.211
C 4.2100 -6.2235 0.9595 -1.25 -0.41 1.97 0.667
C 5.1154 -5.7357 2.1288 -0.23 -2.05 0.80 -1.287
N 4.4624 -5.1141 3.4032 0.88 -1.17 -0.63 0.574
C 3.9143 -3.7716 3.1329 0.40 0.10 -0.46 -0.022
C 5.1097 -2.8763 2.9992 2.02 -0.04 0.79 -0.832
C 6.1225 -3.4164 4.1133 -0.90 -0.08 -1.44 -0.797
C 5.6103 -4.8065 4.4015 -1.07 -1.32 0.55 -0.535
C 3.3893 -6.0539 3.9601 -1.27 0.63 -1.01 -0.063
C 3.7518 -7.5055 3.9154 0.92 -0.97 2.65 0.134
C 2.6510 -8.4311 4.5663 0.32 1.57 -0.62 -1.507
H 5.9389 -8.9486 -0.4081 -0.44 0.53 0.74 0.384
H 4.4255 -8.9886 0.5986 0.70 0.51 -0.62 0.315
H 5.8521 -8.3940 1.3328 0.32 0.17 -0.65 0.272
H 4.1340 -7.0599 -0.9370 1.81 -0.05 1.05 -0.011
H 5.7464 -6.3138 -0.3797 0.13 -0.85 -0.58 0.399
H 3.3861 -6.8955 1.2720 0.22 0.59 0.38 0.323
H 3.7198 -5.3774 0.5189 -0.18 0.58 -0.23 -0.493
H 5.7816 -5.0388 1.6844 0.66 0.91 0.08 0.499
H 5.7507 -6.5777 2.5581 -0.88 1.01 -0.75 0.391
H 3.3523 -3.4865 4.0047 -0.53 0.13 0.26 0.630
H 3.3008 -3.8429 2.2598 -0.64 0.17 -0.37 -0.342
H 4.8694 -1.8464 3.2218 -0.13 0.28 -0.36 0.383
H 5.6960 -2.9671 2.0597 -0.98 0.26 0.27 0.282
H 6.0312 -2.8983 5.0349 0.15 0.94 0.59 0.405
H 7.1501 -3.3733 3.7378 -0.24 -0.14 0.26 0.323
H 5.1107 -4.8789 5.4014 0.61 0.07 -0.79 0.397
H 6.3476 -5.5977 4.3069 -0.01 -0.05 0.14 0.395
H 2.4094 -5.8235 3.4834 1.05 -0.18 -0.36 -0.525
H 3.1865 -5.7459 4.9628 0.31 0.29 0.93 0.943
H 4.6732 -7.5448 4.5986 -0.87 -0.54 -1.16 0.257
H 3.9873 -7.8318 2.9272 0.24 -0.34 -0.43 0.025
H 1.7595 -8.4304 3.9454 -0.26 0.26 0.04 0.334
H 2.4310 -8.0466 5.5562 -0.30 0.09 0.15 0.375
H 2.8925 -9.4639 4.6945 0.79 -0.55 -0.12 0.423
C -0.6778 7.5140 6.2986 -0.47 -1.47 -0.83 -1.186
C -2.2137 7.3542 6.5299 1.93 -0.60 -0.55 -0.848
C -2.8216 6.1654 5.8014 -1.09 0.75 -1.27 -0.119
C -2.4452 4.8634 6.3984 0.34 -0.05 1.51 -0.920
N -2.7059 3.7038 5.5331 -0.60 -0.10 -0.87 1.380
C -2.3936 2.4743 6.2786 2.26 -0.43 -0.02 -1.013
C -0.9302 2.1986 5.9254 0.85 -1.77 -0.09 -0.807
C -0.9275 2.4840 4.3721 -1.05 -0.64 1.32 1.108
C -1.8247 3.6913 4.2143 -0.43 0.10 1.48 -1.026
C -4.1425 3.6935 5.1122 -0.19 -1.56 -1.16 -0.371
C -5.2273 3.7061 6.1638 0.16 1.66 0.74 -0.705
C -6.5857 3.3078 5.5269 0.22 0.50 0.99 -1.288
H -0.5055 7.5982 5.2278 -0.10 0.26 -0.31 0.320
H -0.1716 6.5791 6.5243 0.39 0.02 0.52 0.333
H -0.1522 8.3459 6.7440 -0.33 0.15 0.52 0.374
H -2.5703 8.2012 6.0275 -1.30 1.48 0.15 0.395
H -2.4081 7.2621 7.5713 -0.50 0.56 0.91 0.388
H -2.3910 6.1979 4.7894 -0.28 0.00 0.01 0.315
H -3.9429 6.2759 5.6627 1.29 0.02 0.39 0.270
H -2.9551 4.6240 7.3678 0.39 0.57 -0.77 0.451
H -1.3730 4.9403 6.5810 0.04 -0.55 0.19 0.232
H -2.8686 1.5802 5.9304 -1.11 0.07 -0.47 0.390
H -2.5910 2.6370 7.3133 -0.12 -0.01 0.72 0.618
H -0.6923 1.0982 6.1742 -0.35 1.59 -0.58 0.082
H -0.1409 2.7545 6.4791 -0.76 0.08 -0.46 0.458
H -1.3864 1.6864 3.7804 0.28 -0.26 0.45 -1.092
H 0.0598 2.6461 4.0475 1.21 0.29 -0.61 0.510
H -2.5849 3.5794 3.4453 0.57 0.30 -0.34 0.447
H -1.2480 4.6212 4.2024 -0.44 -0.11 -0.19 0.239
H -4.2154 2.7213 4.5655 -0.13 0.95 0.11 -0.423
H -4.2274 4.5153 4.4155 -0.36 0.11 -0.22 0.871
H -5.3116 4.7781 6.5695 -0.02 -1.50 -0.37 0.294
H -4.9195 3.0786 7.0272 -0.52 0.12 -0.51 0.329
H -7.3257 3.4234 6.3089 -0.29 0.20 0.20 0.487
H -6.6402 2.2359 5.3083 0.25 0.38 -0.73 0.230
H -6.8886 4.0319 4.7340 0.40 -1.00 0.22 0.323
C -3.4840 3.9890 -2.6156 -1.38 -0.06 1.82 -1.639
C -3.0737 2.5234 -2.7150 -1.93 0.04 -0.86 0.774
C -1.6719 2.1483 -2.2911 0.07 -0.75 -1.84 3.197
C -1.4476 2.1207 -0.8253 0.51 -0.31 1.84 -0.520
N -0.0595 1.5473 -0.4176 -0.03 -0.14 -1.69 1.111
C 0.0853 0.0878 -0.9576 -0.34 0.08 2.19 0.095
C 1.1122 -0.5235 0.0128 -2.33 -0.57 -0.35 -0.382
C 0.5943 -0.0427 1.3721 0.19 1.66 -1.58 -0.079
C 0.1670 1.4304 1.0536 -0.68 -0.95 0.46 -0.102
C 1.1205 2.3211 -1.0510 -0.46 -0.78 -0.62 -0.253
C 1.1566 3.8216 -0.8642 -0.16 -0.14 -1.00 -0.191
C 2.4993 4.3794 -1.3151 -0.44 -0.03 -1.56 -1.346
H -2.9787 4.7286 -3.1951 0.76 0.28 -0.47 0.311
H -3.4288 4.2478 -1.5466 0.43 0.38 -0.19 0.347
H -4.5738 4.1727 -2.7625 0.63 -0.54 -0.43 0.397
H -3.2283 2.1957 -3.7556 0.33 0.04 0.13 -0.608
H -3.8820 1.9657 -2.2067 0.71 -0.09 0.19 -0.293
H -1.0236 2.8304 -2.8726 0.22 -0.18 0.63 -1.095
H -1.5134 1.1444 -2.7323 0.11 0.45 0.40 -1.161
H -2.1480 1.4401 -0.2829 0.27 0.54 -0.62 -0.393
H -1.5664 3.1304 -0.3929 0.34 -0.44 0.06 0.681
H 0.3602 0.1790 -1.9761 0.10 -0.34 -0.87 0.038
H -0.8424 -0.4895 -0.7669 0.08 0.81 -0.51 0.016
H 2.0563 -0.2038 -0.2962 1.82 0.45 0.18 0.812
H 1.0345 -1.5997 -0.0896 0.22 -0.26 0.12 -0.545
H 1.3066 -0.0603 2.1490 1.03 0.04 0.81 0.781
H -0.2677 -0.5595 1.7327 -0.52 -0.64 -0.20 -0.375
H 0.9054 2.1627 1.3166 0.17 0.30 0.48 0.071
H -0.7931 1.5699 1.5298 -0.12 0.60 0.25 -0.336
H 1.0908 2.0716 -2.1454 0.24 0.21 1.12 -0.309
H 2.0049 1.8743 -0.5654 -0.24 0.16 -0.46 0.743
H 0.9969 4.1163 0.1391 -0.18 0.12 1.30 0.562
H 0.3956 4.3326 -1.4546 -0.30 -0.20 0.02 0.060
H 2.5839 4.3379 -2.4625 0.06 -0.03 1.79 -0.440
H 3.3057 3.8458 -0.8468 0.54 -0.26 0.06 0.577
H 2.5325 5.4071 -0.9820 0.25 0.38 -0.18 0.610
P -3.9520 0.3505 2.4994 -0.42 -0.17 1.91 1.397
F -3.8465 0.0567 0.9344 -0.76 -0.13 0.36 -0.402
F -2.5093 -0.4160 2.7065 -0.63 0.43 -0.14 -0.564
F -3.2608 1.7917 2.3067 0.99 0.14 -0.42 -0.125
F -3.9446 0.6485 4.1330 0.23 -0.13 0.02 -0.669
F -5.3691 1.1487 2.4357 0.02 -0.77 -0.68 -0.533
F -4.7714 -1.0348 2.8855 0.53 0.64 -1.05 -0.102
P -3.9543 -1.6817 -3.1456 1.05 1.94 0.73 2.341
F -2.5622 -0.9289 -2.8172 0.57 -0.45 0.01 -0.915
F -4.7098 -0.3907 -2.4865 -0.28 0.45 -0.19 -0.401
F -3.9411 -0.8884 -4.6151 -0.22 -0.76 0.40 -0.712
F -5.3432 -2.3081 -3.4165 -1.87 -1.06 -1.35 -0.455
F -3.1731 -2.9489 -3.7829 -0.12 0.32 -0.07 -0.349
F -3.9891 -2.3633 -1.6946 0.76 -0.42 0.36 -0.404
P 0.0823 -4.2975 1.6290 1.32 0.58 -1.22 1.144
F 1.5413 -4.3444 0.8365 -0.13 0.41 0.23 -0.533
F 0.4421 -2.8347 2.1942 -0.22 0.28 0.03 -0.347
F -0.5916 -3.5769 0.3236 0.10 -0.49 0.25 -0.082
F -1.3129 -4.3616 2.3676 -0.79 0.51 0.13 -0.454
F -0.1552 -5.7587 1.0340 -0.37 -0.40 -0.11 -0.553
F 0.7693 -4.8760 2.9619 0.34 -0.71 0.34 -0.785
P 4.0769 1.7458 3.3154 -0.40 0.46 -0.37 1.316
F 3.6268 0.2694 3.7531 0.75 -0.75 -0.30 -0.434
F 4.1403 2.1733 4.8537 0.33 0.16 0.16 -0.487
F 5.6619 1.3644 3.2949 0.00 -0.79 0.52 -0.442
F 4.5269 3.2145 2.8466 -0.22 1.37 0.66 -0.374
F 4.0083 1.4416 1.7473 -0.13 -1.46 -0.93 -0.355
F 2.5080 2.0984 3.2491 -0.63 0.89 0.16 -0.405
P 1.7867 0.6086 -5.0875 -1.13 -0.33 -0.04 1.795
F 1.2159 -0.4296 -6.2440 0.32 0.75 0.72 -0.337
F 0.8521 1.7955 -5.7446 0.60 -0.01 0.02 -0.340
F 0.4909 0.3051 -4.1084 0.28 -0.50 -0.46 -0.982
F 2.2986 1.6465 -3.9195 0.40 -0.52 -0.76 -0.338
F 2.5599 -0.6786 -4.4061 -0.04 1.50 -0.60 -0.434
F 3.0110 1.0820 -6.0636 -0.57 -1.01 0.92 -0.268
```
Positions in Å, forces in eV/Å.

Values from the calculation:
strongest force on any atom: 3.7 eV/Å
net charge: +4
Kohn-Sham gap: 0.42671 hartree